No. 1
# C5H13O2

A cluster of 2 separate species, C5H13O2 in total (ωB97M-V/def2-TZVPD, the Open Molecules 2025 dataset).

```
20
Properties=species:S:1:pos:R:3:forces:R:3
C 1.5483 -0.5883 0.2679 -1.09 0.69 -1.28
O 1.3571 0.5071 1.0569 -0.24 -0.64 2.00
C 0.4877 -0.6763 -0.8922 -0.02 0.07 0.45
C -0.9577 -0.4385 -0.3657 0.80 -2.01 -0.34
C -1.9795 -0.6845 -1.5169 2.13 2.50 0.50
C -1.3034 -1.3228 0.8523 0.09 1.45 2.03
H 1.3232 -1.5595 0.7499 0.77 0.15 0.67
H 2.6029 -0.5292 -0.0841 -0.45 -0.74 -0.35
H 0.6933 0.1119 -1.6261 -0.01 -0.30 -0.20
H 0.4918 -1.7041 -1.3274 0.31 0.62 -0.12
H -0.9425 0.5428 0.1093 -0.37 0.28 -0.67
H -2.9384 -0.3698 -1.0800 -0.29 -1.21 -0.85
H -1.6536 -1.5813 -2.0484 -1.31 -0.72 0.64
H -1.6973 0.0419 -2.2944 -0.46 0.36 0.13
H -1.5083 -2.3902 0.9834 -0.19 -0.07 -1.36
H -0.4698 -1.1888 1.5577 -0.20 0.20 -0.01
H -2.1324 -0.7543 1.3436 0.23 -0.78 -0.13
H -0.0620 2.9769 0.5077 -0.21 0.39 -0.08
H 0.9229 1.5253 0.8885 1.06 0.66 -1.52
O 0.8860 2.8327 0.4572 -0.54 -0.88 0.50
```
Forces are in eV/Å.

The calculated total energy is -9489.729 eV. As for the total charge: -1. As for the spin multiplicity: 1. Its HOMO energy is -0.134 hartree.

natural (NBO) atomic charge list, values in e, 8 entries: -0.02, -0.87, -0.42, -0.21, -0.64, -0.65, 0.11, 0.14



No. 2
# C5H4FN2O3

The ion C5H4FN2O3 with charge -1 (ωB97M-V/def2-TZVPD, the Open Molecules 2025 dataset).

```
15
Properties=species:S:1:pos:R:3:forces:R:3
C -2.4673 0.1258 -0.0991 -2.50 1.16 2.04
C 0.1233 -1.4855 1.4682 -0.53 2.11 0.33
C -2.1543 1.1331 1.0566 1.99 0.17 -2.85
C -0.8152 -2.4937 1.7817 0.35 0.53 0.04
C 0.3325 -0.4227 -0.5745 3.07 -1.96 -2.11
N -0.7850 0.7963 1.0996 -0.53 -0.05 0.34
N -0.5821 -0.4522 0.4939 1.92 -1.39 1.65
O -1.7040 -2.9450 2.4390 -0.22 -0.73 -0.19
O -2.7114 2.0909 1.5391 0.04 -0.77 0.41
O -0.0032 -2.8303 0.7581 -0.69 -1.11 0.05
F -3.3959 -0.7274 0.3567 -0.78 -0.59 -0.82
H 0.4337 -1.3898 -1.1920 -1.42 1.03 0.90
H 0.2229 0.3563 -1.3212 -0.07 0.45 0.36
H 1.3707 -0.5827 -0.1437 -0.51 1.39 -0.34
H -0.0908 1.1574 1.7426 -0.12 -0.22 0.20
```
Forces are in eV/Å.

The calculated total energy is -17082.263 eV. As for the total charge: -1. As for the spin multiplicity: 3. Its HOMO energy (spin up / spin down) is -0.082 / -0.141 hartree.

natural (NBO) atomic charge list, values in e, 8 entries: 0.24, -0.14, 0.55, 0.71, -0.46, -0.48, -0.27, -0.62



No. 3
# C21H22N2O5S3

An isolated molecule of C21H22N2O5S3 (ωB97M-V/def2-TZVPD, the Open Molecules 2025 dataset).

```
53
Properties=species:S:1:pos:R:3:forces:R:3
C -5.5371 -2.6630 1.6699 -0.06 0.27 -0.33
C -6.2930 -1.7662 0.6933 -0.13 -0.22 0.36
H -7.1157 -2.3261 0.2397 0.06 0.14 0.10
H -6.7143 -0.8940 1.2082 0.00 -0.05 -0.10
O -5.4994 -1.3639 -0.4047 0.16 0.07 -0.21
C -4.5679 -0.3839 -0.2488 0.18 0.12 -0.12
C -3.7832 -0.1179 -1.3743 -0.15 -0.12 0.22
C -2.8192 0.8648 -1.3527 -0.20 0.00 0.12
C -2.6061 1.6082 -0.1945 -0.62 -0.54 -0.10
C -3.3815 1.3481 0.9261 0.27 0.17 -0.22
C -4.3594 0.3673 0.9021 -0.25 -0.21 -0.04
H -4.9472 0.2076 1.7920 -0.06 -0.06 0.06
H -3.2307 1.9243 1.8280 0.03 0.05 0.12
N -1.6217 2.6015 -0.1783 0.86 0.25 -0.32
S -0.1886 2.3709 -1.0044 0.21 0.23 0.55
O 0.7526 3.2550 -0.3703 -0.27 -0.08 0.25
O -0.3937 2.5187 -2.4105 -0.24 -0.36 -0.06
C 0.2896 0.6897 -0.6473 -0.14 0.51 -0.32
C 0.5269 -0.1905 -1.6856 -0.06 0.08 -0.06
C 1.0600 -1.4349 -1.4147 -0.16 -0.04 0.22
C 1.3644 -1.7884 -0.0991 -0.71 0.73 -0.35
C 1.0448 -0.9188 0.9454 0.01 -0.08 -0.13
C 0.5176 0.3266 0.6660 0.02 -0.06 0.14
H 0.3220 1.0334 1.4571 0.00 0.04 0.17
H 1.2529 -1.2073 1.9652 0.08 0.01 0.11
N 2.0715 -2.9652 0.1202 0.84 -0.66 -0.32
S 3.6222 -2.9874 -0.6175 -0.21 0.03 0.55
O 3.4515 -3.1615 -2.0235 -0.10 0.37 -0.08
O 4.3666 -3.9550 0.1265 0.02 0.15 0.27
C 4.1365 -1.3231 -0.2421 0.00 -0.60 -0.34
C 4.5544 -1.0376 1.0470 0.12 -0.03 0.08
C 4.6971 0.2765 1.4354 -0.05 0.06 -0.11
C 4.3844 1.3123 0.5474 -0.06 0.13 -0.14
C 3.9919 1.0098 -0.7548 0.03 -0.01 0.15
C 3.8751 -0.3110 -1.1465 0.14 -0.08 -0.12
H 3.5807 -0.5699 -2.1503 -0.06 0.03 -0.12
H 3.7578 1.7915 -1.4581 -0.02 0.10 -0.07
S 4.5274 2.9404 1.1732 0.02 0.25 0.11
C 3.8615 4.0014 -0.1372 0.08 -0.47 0.19
H 3.9292 5.0121 0.2538 0.02 0.06 0.02
H 2.8205 3.7483 -0.3245 0.10 0.08 -0.09
H 4.4720 3.9152 -1.0310 0.00 0.09 -0.11
H 5.0274 0.5259 2.4317 0.04 -0.04 0.15
H 4.7653 -1.8525 1.7219 0.04 -0.05 0.17
H 2.1632 -3.2265 1.0921 0.12 -0.04 0.09
H 1.2985 -2.1300 -2.2030 -0.06 -0.02 -0.11
H 0.3169 0.1277 -2.6941 0.00 -0.04 -0.16
H -1.4912 3.0741 0.7021 0.20 0.10 0.04
H -2.2344 1.0818 -2.2308 -0.04 -0.04 -0.18
H -3.9594 -0.6977 -2.2658 -0.01 -0.07 -0.12
H -5.1579 -3.5372 1.1469 0.03 -0.09 -0.02
H -4.6945 -2.1359 2.1108 0.06 0.00 0.09
H -6.2060 -2.9875 2.4623 -0.05 -0.04 0.11
```
Forces are in eV/Å.

The calculated total energy is -67856.668 eV. The SMILES is CCOc1ccc(NS(=O)(=O)c2ccc(NS(=O)(=O)c3ccc(SC)cc3)cc2)cc1. As for the spin multiplicity: 1. Its HOMO energy is -0.305 hartree.

natural (NBO) atomic charge list, values in e, 8 entries: -0.64, -0.06, 0.20, 0.17, -0.49, 0.29, -0.22, -0.26



No. 4
# C14H20KN3O4PS

A structure of composition C14H20KN3O4PS (ωB97M-V/def2-TZVPD, the Open Molecules 2025 dataset).

```
44
Properties=species:S:1:pos:R:3:forces:R:3
C 3.1781 -2.7100 1.3634 -0.18 0.47 0.03
C 1.8094 -2.0034 1.3701 0.27 -0.38 0.23
C 0.8569 -2.4681 0.2649 0.48 -0.02 0.06
N 0.5236 -1.4629 -0.7806 -0.55 0.19 0.06
C 0.0194 -0.2188 -0.2724 0.45 0.09 -0.20
C -1.2853 -0.1314 0.2481 -0.01 0.40 0.47
C -2.2508 -1.2785 0.2714 -0.21 -0.23 -0.63
C -3.2319 -1.1894 -0.9221 0.54 0.16 0.20
C -4.3216 -0.1304 -0.8237 -0.20 -0.11 -0.24
S -5.2797 -0.2364 0.7170 -0.07 -0.13 0.25
C -1.7478 1.0863 0.7509 -0.02 0.08 -0.31
C -0.9406 2.2014 0.6955 -0.08 -0.35 -0.05
C 0.3306 2.1352 0.1663 0.31 -0.05 -0.30
C 0.8507 0.9332 -0.3405 -0.22 0.70 0.22
P 2.4908 0.8382 -1.1000 -0.02 -2.69 0.39
N 3.2378 -0.5118 -0.8529 0.26 0.94 -0.70
O 3.4339 2.0196 -0.6400 -0.72 0.30 -0.36
O 2.2306 1.0047 -2.7299 -0.34 1.07 0.67
C 0.8859 3.5438 0.2656 -0.61 -0.41 0.69
O 1.7392 4.0618 -0.3726 0.83 0.22 -0.29
N 0.0744 4.2414 1.2249 -0.07 0.02 -0.70
C -1.2079 3.6016 1.1458 0.91 -0.79 0.09
O -2.2524 4.1270 1.2898 -1.06 0.45 0.58
H 3.9563 -1.9821 1.5624 0.22 0.02 0.02
H 3.2371 -3.4664 2.1368 -0.01 -0.29 -0.01
H 3.3851 -3.1467 0.3930 0.10 -0.14 -0.10
H 1.9829 -0.9351 1.3565 -0.19 0.20 -0.17
H 1.3413 -2.2235 2.3258 -0.16 0.12 0.14
H -0.0299 -2.8803 0.7408 -0.27 0.08 -0.06
H 1.3309 -3.2932 -0.2579 0.00 -0.12 -0.17
H -0.2247 -1.8671 -1.3355 0.04 -0.07 -0.05
H -1.7619 -2.2379 0.1795 0.23 -0.10 0.11
H -2.8028 -1.2910 1.2037 -0.08 0.07 0.19
H -3.6463 -2.1727 -1.1194 -0.25 -0.14 0.16
H -2.6208 -0.9497 -1.7943 -0.09 0.00 -0.28
H -5.0259 -0.2902 -1.6328 -0.04 0.01 -0.19
H -3.9139 0.8615 -0.9780 0.05 0.22 0.25
H -5.3218 1.0560 1.0576 0.06 0.08 -0.15
H -2.7408 1.1520 1.1711 -0.10 -0.02 0.07
H 3.3844 -0.9932 -1.7276 -0.12 -0.90 0.28
H 3.2888 2.2011 0.3004 0.23 0.45 -0.09
H 2.1187 0.1103 -3.0738 -0.83 -0.13 0.27
H 0.4865 4.2627 2.1491 -0.06 0.52 0.09
K 4.4335 0.6326 -3.5963 1.57 0.17 -0.45
```
Forces are in eV/Å.

The calculated total energy is -63946.968 eV. As for the total charge: +1. As for the spin multiplicity: 1. Its HOMO energy is -0.413 hartree.

natural (NBO) atomic charge list, values in e, 8 entries: -0.60, -0.42, -0.21, -0.67, 0.31, -0.04, -0.44, -0.40



No. 5
# C4H10N2OS

An isolated molecule of C4H10N2OS (ωB97M-V/def2-TZVPD, the Open Molecules 2025 dataset).

```
18
Properties=species:S:1:pos:R:3:forces:R:3
C 0.8981 1.3698 0.8026 -0.02 0.34 0.84
C 0.3626 0.5230 -0.3224 0.96 0.00 -2.13
C 1.3929 -0.4479 -0.9253 0.57 -0.30 0.48
C -2.0994 0.2287 -0.5257 0.57 0.32 0.07
H 0.9067 0.8355 1.7496 0.11 -0.19 0.03
H 0.2994 2.2632 0.9625 -0.32 0.02 -0.08
H 1.9129 1.7447 0.6318 -0.11 -0.39 -0.25
H 0.2234 1.1581 -1.2030 -0.59 0.31 0.19
H 2.2490 0.1274 -1.3267 -0.32 -0.21 0.40
H 0.9637 -0.9874 -1.7800 -0.22 0.17 0.04
H 1.0405 -1.7453 0.3993 0.66 0.03 0.21
H -1.4508 -2.0369 0.4632 0.43 0.86 0.23
H -1.2756 -0.9172 1.6325 -0.40 -0.31 1.11
H -2.0090 0.9849 -1.2892 0.10 0.40 -0.19
N -0.8919 -0.1536 -0.0805 -0.67 -1.62 0.83
N -0.8105 -1.3043 0.8386 -0.37 0.93 -1.64
O 1.8742 -1.3800 0.0341 -0.46 0.05 -0.24
S -3.5862 -0.2629 -0.0614 0.05 -0.41 0.11
```
Forces are in eV/Å.

The calculated total energy is -20171.883 eV. The SMILES is C[C@@H](CO)N(N)C=S. As for the spin multiplicity: 1. Its HOMO energy is -0.322 hartree.

natural (NBO) atomic charge list, values in e, 8 entries: -0.63, -0.08, -0.06, -0.08, 0.22, 0.22, 0.23, 0.21